[1]
Computed, not measured: 2 unconnected molecules or ions with the total composition C21H44BrIO4PSi in a non-equilibrium geometry, with the ωB97M-V functional and the def2-TZVPD basis.

Last column: Löwdin charge in e.
CARTESIAN COORDINATES (ANGSTROEM)
O: -1.39 5.42 2.84  0.112
C: -0.54 5.08 3.63  -0.541
O: 0.32 5.97 4.21  0.100
C: -0.29 3.66 4.04  -0.192
C: -1.25 2.72 3.32  -0.324
Si: -3.00 2.70 4.00  -0.154
Br: -3.49 0.56 4.49  0.367
I: -3.28 4.04 6.03  0.662
C: -4.25 3.28 2.71  -0.228
C: -5.10 4.44 3.17  -0.636
O: -4.79 5.59 2.99  0.117
O: -6.29 4.09 3.76  0.051
H: -0.20 6.72 4.51  0.127
H: 0.75 3.43 3.79  0.129
H: -0.37 3.56 5.11  0.087
H: -0.85 1.72 3.38  0.050
H: -1.30 2.99 2.27  0.078
H: -3.77 3.60 1.80  0.092
H: -4.92 2.47 2.46  0.075
H: -6.12 3.91 4.69  0.078
C: 2.38 -3.03 2.22  -0.098
C: 1.90 -3.71 0.93  -0.249
C: 2.74 -3.32 -0.29  -0.223
C: 2.49 -1.91 -0.84  -0.261
P: 1.05 -1.67 -1.89  1.016
C: 1.10 -2.97 -3.15  -0.272
C: 2.38 -3.22 -3.96  -0.223
C: 2.75 -2.21 -5.05  -0.257
C: 1.62 -1.86 -6.02  -0.096
C: 1.24 -0.10 -2.76  -0.262
C: 1.29 1.25 -2.03  -0.210
C: -0.01 1.77 -1.42  -0.249
C: -1.23 1.70 -2.34  -0.097
C: -0.57 -1.96 -1.17  -0.252
C: -1.24 -1.14 -0.05  -0.207
C: -0.40 -0.77 1.18  -0.250
C: -0.79 -1.56 2.43  -0.105
H: 2.38 -1.94 2.13  0.064
H: 1.74 -3.30 3.05  0.076
H: 3.39 -3.34 2.46  0.083
H: 0.85 -3.48 0.76  0.078
H: 1.97 -4.79 1.06  0.117
H: 2.60 -4.06 -1.08  0.098
H: 3.80 -3.38 -0.01  0.123
H: 3.33 -1.65 -1.50  0.106
H: 2.52 -1.16 -0.05  0.088
H: 0.24 -2.82 -3.81  0.100
H: 0.87 -3.89 -2.60  0.100
H: 2.25 -4.19 -4.44  0.122
H: 3.23 -3.33 -3.28  0.102
H: 3.57 -2.65 -5.63  0.115
H: 3.17 -1.30 -4.62  0.087
H: 1.33 -2.72 -6.62  0.085
H: 1.93 -1.07 -6.70  0.081
H: 0.73 -1.50 -5.50  0.052
H: 0.51 -0.08 -3.58  0.095
H: 2.21 -0.20 -3.24  0.083
H: 1.64 1.98 -2.76  0.121
H: 2.05 1.21 -1.25  0.111
H: 0.15 2.81 -1.13  0.117
H: -0.22 1.25 -0.49  0.066
H: -1.13 2.38 -3.19  0.086
H: -2.13 1.99 -1.80  0.080
H: -1.40 0.70 -2.73  0.057
H: -0.57 -3.01 -0.88  0.097
H: -1.25 -1.92 -2.03  0.106
H: -2.11 -1.71 0.28  0.121
H: -1.67 -0.24 -0.49  0.084
H: -0.55 0.29 1.41  0.085
H: 0.67 -0.88 0.99  0.071
H: -1.79 -1.28 2.75  0.034
H: -0.11 -1.34 3.26  0.078
H: -0.77 -2.63 2.26  0.074

Calculated values
- orbital gap (eV) = 9.676
- highest occupied orbital energy (eV) = -11.838
- DFT total energy (eV) = -125988.81573
- total charge = +1

***

[2]
Computed, not measured: a molecular structure, C21H45As2Br2OPtSi3, with the ωB97M-V functional and the def2-TZVPD basis.

Last column: Löwdin charge in e.
CARTESIAN COORDINATES (ANGSTROEM)
Pt: -0.31 -0.88 0.48  0.695
C: 1.05 -0.39 -2.59  -0.054
O: 0.82 -1.17 -1.38  -0.490
Si: 1.85 -2.44 -0.80  0.386
C: 1.19 -4.08 -1.29  -0.120
C: 3.60 -2.27 -1.40  -0.120
C: 1.43 -1.94 0.99  -0.428
Si: 2.45 -0.16 1.42  0.489
C: 2.68 1.03 0.00  -0.165
C: 1.80 0.84 2.84  -0.169
C: 4.04 -1.04 1.88  -0.121
Si: 1.47 -3.28 2.38  0.432
C: 3.07 -4.23 2.26  -0.143
C: 1.32 -2.46 4.05  -0.163
C: 0.08 -4.47 1.99  -0.156
H: 0.63 -0.93 -3.44  0.098
H: 2.11 -0.24 -2.74  0.094
H: 0.55 0.57 -2.48  0.067
H: 1.31 -4.21 -2.37  0.067
H: 0.14 -4.26 -1.05  0.018
H: 1.77 -4.87 -0.81  0.059
H: 3.62 -2.45 -2.48  0.071
H: 4.19 -3.07 -0.95  0.065
H: 4.09 -1.32 -1.19  0.039
H: 1.75 1.39 -0.43  0.000
H: 3.32 0.67 -0.80  0.038
H: 3.17 1.90 0.44  0.068
H: 0.76 1.14 2.69  -0.039
H: 2.38 1.76 2.89  0.070
H: 1.88 0.34 3.81  0.046
H: 4.31 -1.91 1.28  0.030
H: 4.03 -1.31 2.93  0.051
H: 4.80 -0.27 1.72  0.080
H: 3.93 -3.70 2.66  0.038
H: 3.31 -4.57 1.25  0.041
H: 2.95 -5.14 2.86  0.066
H: 2.29 -2.07 4.38  0.046
H: 1.01 -3.19 4.80  0.061
H: 0.63 -1.62 4.09  0.002
H: -0.78 -4.00 1.52  -0.024
H: -0.25 -4.96 2.91  0.063
H: 0.43 -5.26 1.32  0.050
C: -1.62 0.54 3.76  -0.216
As: -1.85 -0.81 2.38  1.088
C: -2.21 -2.42 3.39  -0.208
C: -3.49 -0.35 1.48  -0.434
C: -4.53 0.27 2.16  -0.064
C: -5.68 0.64 1.46  -0.009
C: -5.78 0.41 0.10  -0.013
C: -4.75 -0.22 -0.58  -0.066
C: -3.62 -0.61 0.12  -0.429
As: -2.25 -1.70 -0.66  1.138
C: -2.23 -1.54 -2.57  -0.206
C: -2.75 -3.53 -0.32  -0.190
H: -1.95 0.09 4.70  0.066
H: -2.25 1.39 3.51  0.043
H: -0.59 0.85 3.88  0.008
H: -3.07 -2.18 4.02  0.068
H: -1.36 -2.67 4.02  0.030
H: -2.48 -3.25 2.75  0.023
H: -4.47 0.48 3.22  0.120
H: -6.49 1.12 1.99  0.134
H: -6.67 0.72 -0.43  0.134
H: -4.85 -0.41 -1.65  0.119
H: -3.17 -2.00 -2.89  0.070
H: -1.40 -2.12 -2.98  0.048
H: -2.19 -0.50 -2.88  -0.018
H: -2.13 -4.20 -0.91  0.050
H: -3.78 -3.61 -0.65  0.074
H: -2.68 -3.77 0.73  0.014
Br: -1.03 2.15 0.56  0.698
C: -1.97 3.17 -0.82  -0.949
Br: -2.18 2.23 -2.47  0.708
H: -1.36 4.05 -0.99  0.020
H: -2.94 3.41 -0.42  0.017

Calculated values
- orbital gap (eV) = 6.687
- relative energy (zero: lowest compared OMol25 entry of this formula, charge and spin) (kJ/mol) = 0.00
- highest occupied orbital energy (eV) = -18.082
- DFT total energy (eV) = -313172.93107
- total charge = +3

***

[3]
Computed, not measured: 3 unconnected molecules or ions with the total composition C21H45ClNO12P2S in a non-equilibrium geometry, with the ωB97M-V functional and the def2-TZVPD basis.

Last column: Löwdin charge in e.
CARTESIAN COORDINATES (ANGSTROEM)
C: 1.67 4.22 0.53  0.118
C: 1.51 4.74 -0.53  -0.150
C: 1.23 5.36 -1.84  -0.185
C: 1.38 4.31 -2.97  -0.158
C: 0.13 4.18 -3.87  -0.129
C: -0.77 3.08 -3.33  -0.330
C: -1.92 2.73 -4.29  -0.021
N: -3.15 2.16 -3.63  -0.021
C: -3.17 0.66 -3.56  -0.085
C: -1.90 0.08 -2.94  -0.189
C: -2.16 -1.22 -2.17  -0.215
C: -0.86 -1.61 -1.44  -0.227
S: -0.45 -0.57 -0.04  0.388
O: 0.33 0.50 -0.60  -0.347
O: 0.19 -1.31 1.00  -0.338
Cl: -2.16 0.34 0.63  0.459
C: -3.49 2.80 -2.31  -0.182
C: -4.91 3.41 -2.33  -0.171
O: -5.86 2.51 -1.84  -0.165
C: -6.17 2.64 -0.46  -0.068
C: -2.50 3.92 -1.99  -0.135
O: -1.20 3.37 -2.00  -0.072
H: 1.95 3.65 1.39  0.028
H: 1.88 6.22 -1.96  0.118
H: 0.18 5.66 -1.80  0.103
H: 1.51 3.34 -2.48  0.107
H: 2.28 4.45 -3.57  0.116
H: -0.40 5.14 -3.96  0.125
H: 0.47 3.89 -4.87  0.127
H: -0.14 2.20 -3.24  0.142
H: -2.25 3.58 -4.89  0.146
H: -1.55 2.00 -5.01  0.146
H: -3.94 2.41 -4.24  0.172
H: -4.01 0.41 -2.91  0.136
H: -3.42 0.24 -4.54  0.148
H: -1.52 0.81 -2.21  0.076
H: -1.17 -0.09 -3.73  0.133
H: -2.98 -1.03 -1.47  0.081
H: -2.41 -2.04 -2.85  0.131
H: -0.05 -1.44 -2.15  0.118
H: -0.84 -2.67 -1.19  0.108
H: -3.46 2.08 -1.50  0.140
H: -5.21 3.70 -3.34  0.143
H: -4.87 4.34 -1.75  0.133
H: -5.94 1.71 0.06  0.090
H: -5.61 3.44 0.04  0.093
H: -7.24 2.84 -0.33  0.096
H: -2.68 4.29 -0.98  0.154
H: -2.61 4.77 -2.67  0.150
C: 1.52 -4.63 4.89  -0.092
O: 0.30 -5.18 4.36  -0.213
P: 0.37 -6.14 3.09  0.344
O: 1.67 -6.75 2.86  -0.221
O: -0.19 -5.25 1.90  -0.198
C: 0.34 -3.93 1.73  -0.104
O: -0.85 -7.11 3.30  -0.199
C: -0.61 -8.49 3.61  -0.080
H: 1.32 -3.60 5.20  0.081
H: 1.83 -5.21 5.76  0.093
H: 2.32 -4.63 4.15  0.078
H: 1.39 -3.87 2.02  0.095
H: -0.25 -3.24 2.32  0.085
H: 0.25 -3.67 0.68  0.063
H: -0.72 -8.64 4.69  0.091
H: 0.38 -8.81 3.30  0.080
H: -1.35 -9.08 3.09  0.088
C: 3.74 -0.78 4.92  -0.097
O: 4.25 -1.48 3.77  -0.218
P: 5.05 -0.66 2.66  0.343
O: 5.61 0.61 3.13  -0.225
O: 4.04 -0.56 1.44  -0.195
C: 2.70 -0.13 1.70  -0.087
O: 6.07 -1.72 2.09  -0.197
C: 7.47 -1.58 2.37  -0.079
H: 2.76 -1.19 5.16  0.079
H: 4.42 -0.94 5.76  0.093
H: 3.65 0.28 4.74  0.077
H: 2.67 0.60 2.51  0.092
H: 2.10 -0.99 1.95  0.064
H: 2.32 0.34 0.80  0.067
H: 7.75 -2.24 3.19  0.091
H: 7.73 -0.55 2.62  0.079
H: 8.01 -1.87 1.48  0.089

Calculated values
- orbital gap (eV) = 8.933
- highest occupied orbital energy (eV) = -11.897
- DFT total energy (eV) = -90496.86024
- total charge = +1

***

[4]
Computed, not measured: a molecular structure, C21H45FGaO4S2, with the ωB97M-V functional and the def2-TZVPD basis.

Last column: Löwdin charge in e.
CARTESIAN COORDINATES (ANGSTROEM)
C: 3.41 1.47 -0.04  -0.114
C: 4.55 0.45 -0.08  -0.259
C: 4.09 -1.01 -0.08  -0.205
C: 2.84 -1.32 -0.93  -0.207
C: 1.54 -1.59 -0.15  -0.191
C: 0.71 -2.77 -0.70  -0.214
C: -0.77 -2.44 -0.86  -0.218
C: -1.47 -1.96 0.43  -0.218
C: -1.92 -0.49 0.40  -0.331
C: -2.96 -0.11 1.45  -0.330
Ga: -3.73 1.77 1.12  0.340
C: -2.56 2.71 -0.30  -0.271
C: -2.91 2.51 -1.75  -0.460
C: -1.72 2.24 -2.67  -0.069
F: -3.80 1.40 -1.94  -0.118
H: 3.78 2.47 0.22  0.066
H: 2.90 1.55 -1.00  0.063
H: 2.66 1.19 0.70  0.077
H: 5.20 0.64 -0.93  0.099
H: 5.17 0.60 0.81  0.097
H: 3.90 -1.32 0.95  0.104
H: 4.91 -1.63 -0.43  0.086
H: 2.66 -0.49 -1.63  0.100
H: 3.06 -2.19 -1.56  0.067
H: 1.80 -1.78 0.89  0.105
H: 0.93 -0.69 -0.14  0.096
H: 0.82 -3.64 -0.05  0.108
H: 1.11 -3.07 -1.67  0.093
H: -1.29 -3.32 -1.26  0.098
H: -0.87 -1.65 -1.62  0.105
H: -2.35 -2.59 0.63  0.099
H: -0.79 -2.10 1.28  0.106
H: -2.32 -0.28 -0.60  0.088
H: -1.04 0.14 0.53  0.088
H: -3.79 -0.82 1.41  0.029
H: -2.53 -0.18 2.46  0.028
H: -5.26 1.67 0.63  -0.103
H: -3.64 2.70 2.46  -0.092
H: -2.60 3.78 -0.06  0.033
H: -1.52 2.40 -0.13  0.029
H: -3.46 3.38 -2.13  0.118
H: -2.01 1.60 -3.51  0.066
H: -0.90 1.76 -2.13  0.059
H: -1.35 3.18 -3.09  0.068
C: 4.69 -2.45 -5.75  -0.220
C: 5.28 -3.86 -5.85  -0.216
C: 6.18 -4.07 -4.62  -0.220
S: 5.49 -3.02 -3.33  0.649
O: 6.45 -1.99 -3.01  -0.320
O: 4.94 -3.84 -2.29  -0.322
C: 4.19 -2.30 -4.32  -0.233
H: 3.89 -2.29 -6.47  0.115
H: 5.47 -1.70 -5.95  0.119
H: 4.47 -4.59 -5.84  0.116
H: 5.84 -4.00 -6.77  0.111
H: 6.18 -5.09 -4.25  0.100
H: 7.20 -3.73 -4.79  0.101
H: 4.04 -1.27 -3.99  0.106
H: 3.29 -2.88 -4.14  0.110
C: -6.03 3.42 4.99  -0.224
C: -5.61 1.95 5.18  -0.219
C: -4.18 1.96 5.71  -0.226
S: -3.99 3.48 6.64  0.651
O: -3.01 4.33 6.02  -0.325
O: -3.89 3.19 8.05  -0.350
C: -5.62 4.13 6.27  -0.239
H: -7.09 3.52 4.80  0.111
H: -5.49 3.83 4.13  0.107
H: -6.27 1.47 5.91  0.112
H: -5.67 1.40 4.24  0.109
H: -3.96 1.13 6.38  0.098
H: -3.46 1.98 4.89  0.082
H: -5.54 5.21 6.19  0.101
H: -6.27 3.86 7.10  0.100

Calculated values
- orbital gap (eV) = 6.547
- highest occupied orbital energy (eV) = -4.764
- DFT total energy (eV) = -107460.65269
- total charge = -1

***

[5]
Computed, not measured: a molecular structure, C21H45FGaO5S2, with the ωB97M-V functional and the def2-TZVPD basis.

Last column: Löwdin charge in e.
CARTESIAN COORDINATES (ANGSTROEM)
C: -0.36 -0.18 0.20  -0.125
O: -0.86 -0.96 -0.86  -0.196
C: -2.28 -1.07 -0.90  -0.230
C: -2.77 -0.51 -2.23  -0.172
C: -2.03 -1.11 -3.42  -0.206
C: -2.05 -2.65 -3.55  -0.206
C: -0.78 -3.18 -4.24  -0.207
C: 0.45 -2.61 -3.52  -0.239
C: 1.75 -3.39 -3.66  -0.225
C: 2.95 -2.49 -3.35  -0.225
C: 2.86 -1.95 -1.90  -0.317
C: 3.20 -0.48 -1.68  -0.303
Ga: 2.93 0.12 0.24  0.383
C: 4.72 0.43 1.18  -0.439
C: 4.75 0.13 2.68  -0.144
F: 5.77 -0.37 0.58  -0.184
H: -0.57 -0.65 1.18  0.073
H: -0.80 0.83 0.22  0.079
H: 0.72 -0.10 0.06  -0.062
H: -2.74 -0.54 -0.06  0.114
H: -2.53 -2.13 -0.78  0.113
H: -3.86 -0.61 -2.30  0.117
H: -2.56 0.57 -2.22  0.102
H: -1.00 -0.78 -3.32  0.085
H: -2.40 -0.68 -4.36  0.115
H: -2.96 -2.95 -4.08  0.105
H: -2.08 -3.12 -2.56  0.099
H: -0.78 -2.98 -5.31  0.109
H: -0.75 -4.27 -4.12  0.106
H: 0.65 -1.58 -3.83  0.114
H: 0.18 -2.53 -2.46  0.097
H: 1.75 -4.23 -2.95  0.113
H: 1.81 -3.85 -4.66  0.102
H: 3.89 -3.03 -3.50  0.098
H: 2.97 -1.65 -4.06  0.102
H: 1.84 -2.12 -1.54  0.071
H: 3.49 -2.56 -1.24  0.102
H: 2.57 0.15 -2.33  0.037
H: 4.23 -0.28 -1.99  0.043
H: 2.13 1.53 0.32  -0.052
H: 2.12 -1.02 1.08  -0.020
H: 5.06 1.46 1.01  0.061
H: 3.77 -0.18 3.06  0.022
H: 5.43 -0.72 2.85  0.066
H: 5.11 0.96 3.30  0.055
C: -0.02 -0.76 6.15  -0.228
C: 1.17 -0.72 5.19  -0.214
C: 0.62 -0.57 3.78  -0.232
S: -0.95 0.31 3.95  0.644
O: -2.03 -0.56 3.54  -0.332
O: -0.86 1.63 3.38  -0.332
C: -0.93 0.39 5.74  -0.237
H: 0.29 -0.67 7.19  0.110
H: -0.56 -1.71 6.05  0.117
H: 1.80 0.14 5.44  0.117
H: 1.79 -1.61 5.27  0.116
H: 1.25 0.01 3.11  0.069
H: 0.38 -1.53 3.32  0.104
H: -1.96 0.32 6.08  0.102
H: -0.51 1.36 6.01  0.104
C: -2.09 5.11 0.00  -0.222
C: -1.69 3.64 0.14  -0.210
C: -2.99 2.82 0.15  -0.212
S: -4.18 3.75 -0.84  0.662
O: -5.28 4.17 -0.01  -0.335
O: -4.46 3.07 -2.09  -0.333
C: -3.10 5.16 -1.14  -0.237
H: -1.23 5.74 -0.21  0.114
H: -2.56 5.47 0.92  0.118
H: -1.07 3.34 -0.70  0.122
H: -1.13 3.45 1.06  0.111
H: -2.89 1.84 -0.31  0.069
H: -3.41 2.73 1.15  0.110
H: -3.73 6.05 -1.17  0.101
H: -2.63 5.00 -2.10  0.106

Calculated values
- orbital gap (eV) = 7.039
- highest occupied orbital energy (eV) = -4.848
- DFT total energy (eV) = -109507.32755
- total charge = -1

***

[6]
Computed, not measured: 3 unconnected molecules or ions with the total composition C21H45N2O5 in a non-equilibrium geometry, with the ωB97M-V functional and the def2-TZVPD basis.

Last column: Löwdin charge in e.
CARTESIAN COORDINATES (ANGSTROEM)
C: 4.70 -0.05 -0.56  -0.117
O: 3.91 -0.14 -1.77  -0.236
C: 2.69 -0.89 -1.58  -0.220
C: 1.61 -0.32 -2.63  -0.165
C: 0.08 -0.39 -2.15  -0.199
C: -0.16 0.15 -0.65  -0.236
C: -1.67 0.60 -0.35  -0.203
C: -1.86 1.65 0.85  -0.201
C: -0.79 1.55 2.05  -0.181
C: 0.08 2.92 2.21  -0.172
C: 1.48 2.89 1.41  -0.101
C: 1.44 3.60 -0.02  -0.104
N: 2.36 4.60 -0.53  0.104
C: 2.00 4.96 -1.90  0.004
C: 0.74 4.17 -2.31  0.036
N: 0.51 3.42 -1.09  0.085
H: 5.73 -0.53 -0.76  0.101
H: 4.26 -0.58 0.35  0.091
H: 4.87 1.07 -0.34  0.090
H: 2.32 -0.96 -0.50  0.109
H: 2.92 -1.98 -1.90  0.130
H: 1.75 -0.93 -3.60  0.124
H: 1.89 0.79 -2.84  0.111
H: -0.37 -1.44 -2.31  0.121
H: -0.51 0.30 -2.87  0.107
H: 0.64 0.95 -0.45  0.072
H: 0.08 -0.74 0.06  0.122
H: -2.05 1.13 -1.31  0.108
H: -2.38 -0.30 -0.21  0.128
H: -1.91 2.76 0.50  0.104
H: -2.91 1.45 1.30  0.109
H: -0.13 0.62 2.04  0.111
H: -1.41 1.49 3.03  0.111
H: -0.51 3.85 1.89  0.119
H: 0.35 2.96 3.34  0.125
H: 2.37 3.26 2.04  0.135
H: 1.71 1.77 1.20  0.117
H: 3.17 4.98 -0.01  0.169
H: 2.51 5.70 -2.59  0.131
H: 0.14 4.14 -3.27  0.141
H: -0.32 2.81 -1.14  0.126
C: 3.36 -8.14 -3.41  -0.108
O: 2.91 -7.23 -4.40  -0.191
C: 1.81 -6.44 -3.96  -0.198
C: 2.26 -5.04 -3.54  -0.206
O: 3.08 -5.08 -2.38  -0.206
C: 4.46 -4.95 -2.69  -0.109
H: 4.32 -8.54 -3.72  0.091
H: 3.47 -7.66 -2.44  0.082
H: 2.65 -8.97 -3.33  0.089
H: 1.28 -6.94 -3.14  0.126
H: 1.12 -6.35 -4.80  0.124
H: 1.37 -4.45 -3.28  0.116
H: 2.77 -4.53 -4.37  0.125
H: 4.68 -3.91 -2.95  0.081
H: 4.76 -5.61 -3.50  0.087
H: 5.04 -5.22 -1.80  0.091
C: -6.93 3.73 4.20  -0.108
O: -7.02 2.33 4.43  -0.188
C: -6.26 1.58 3.49  -0.199
C: -4.94 1.12 4.08  -0.201
O: -4.07 2.22 4.35  -0.217
C: -4.06 2.58 5.72  -0.105
H: -7.34 4.25 5.07  0.092
H: -5.90 4.06 4.05  0.080
H: -7.54 4.00 3.32  0.089
H: -6.10 2.15 2.57  0.123
H: -6.86 0.70 3.23  0.126
H: -4.43 0.48 3.35  0.113
H: -5.10 0.52 4.99  0.129
H: -3.48 1.84 6.29  0.089
H: -5.07 2.66 6.13  0.088
H: -3.57 3.55 5.82  0.089

Calculated values
- orbital gap (eV) = 7.530
- highest occupied orbital energy (eV) = -10.720
- DFT total energy (eV) = -35711.40514
- total charge = +1